Record 1
64
Properties=species:S:1:pos:R:3:forces:R:3 method="wB97M-V/def2-TZVPD" de_lowest_kj_mol=76.7 spin_multiplicity=2 orbital_gap_ev="8.0 / 7.9" lumo_energy_ha="0.0904 / 0.0902" homo_ev="-5.59 / -5.41" total_charge=-1
Co -0.4690 0.1205 0.5085 -1.1264 0.8215 0.6055
Br -2.2141 -1.6528 1.4563 -0.6584 0.0580 -0.4966
C -3.5411 -1.1947 0.1156 0.0255 -0.4190 0.4506
C -4.7410 -1.8539 0.1515 0.5358 -0.0266 0.3609
C -5.7221 -1.5814 -0.8096 -0.0473 0.1855 -0.2170
C -5.4702 -0.6561 -1.7823 -0.1759 -0.1740 0.0622
C -4.2448 0.0442 -1.8224 0.1980 -0.0055 0.1998
C -3.9988 1.0133 -2.8153 0.0945 0.1930 -0.1465
C -2.8225 1.7093 -2.8143 -0.3086 0.0637 -0.1362
C -1.8463 1.4627 -1.8362 0.0928 -0.2446 0.4054
C -1.9914 0.5026 -0.8519 1.1684 -0.2147 0.0554
C -3.2287 -0.2100 -0.8468 0.0382 0.1158 -0.1375
H -4.9168 -2.5877 0.9199 -0.0510 -0.1285 0.1102
H -6.6657 -2.1082 -0.7650 -0.0311 -0.0076 -0.0522
H -6.2146 -0.4481 -2.5402 -0.0278 0.0607 -0.0446
H -4.7564 1.2023 -3.5667 -0.0239 -0.0099 -0.0046
H -2.6450 2.4634 -3.5719 0.0146 0.0221 -0.0338
H -0.9433 2.0581 -1.8641 0.1507 0.0215 -0.0214
C 1.9951 1.7054 -1.9689 -0.0163 -0.0736 0.1161
C 2.2754 1.5108 -0.5266 -0.0514 0.3055 0.0376
N 1.3872 1.2069 0.3965 -0.0892 0.0856 -0.0840
C 2.0766 1.0757 1.5714 0.5659 0.2064 -0.0556
C 3.4065 1.3618 1.3528 -0.5875 0.0431 0.2461
N 3.4959 1.6523 0.0171 -0.0224 -0.0583 0.2673
C 4.5931 1.4745 2.2261 0.1079 0.2381 0.1301
O 4.4454 1.1412 3.4876 -0.2071 -0.2403 0.2091
O 5.6312 1.9246 1.7869 -0.0048 -0.1047 -0.1514
C 1.3998 0.4708 2.7559 0.6113 0.2023 -0.0691
O 1.9977 0.4390 3.8472 0.1408 0.0319 0.2496
O 0.2525 0.0188 2.5369 -0.2109 -0.6427 -0.6248
H 1.2635 0.9623 -2.2796 -0.0168 -0.0213 -0.1181
H 2.9151 1.5833 -2.5353 -0.0121 -0.0231 -0.1411
H 1.5845 2.7005 -2.1508 0.0151 -0.0132 -0.0550
H 4.3785 1.7369 -0.4634 0.0027 0.0213 -0.0186
H 3.5003 0.8053 3.7057 0.1292 0.2225 -0.2648
O 4.8605 -2.3244 0.7565 -0.2181 -0.0940 0.0168
S 4.1376 -1.7896 -0.3646 -0.0255 0.0128 -0.2821
O 4.8506 -0.8191 -1.1693 -0.1023 -0.1665 -0.1312
N 2.6833 -1.1910 0.0346 1.1204 -0.1317 0.2497
C 1.7049 -1.7884 -0.5888 -0.5074 -0.3023 -0.1889
O 0.4965 -1.4775 -0.5319 -0.6328 0.2721 0.0886
C 2.1364 -2.9692 -1.4161 -0.0897 -0.2885 -0.1902
C 1.3285 -3.8794 -2.0804 0.0899 0.1730 0.1386
C 1.9305 -4.9753 -2.6811 -0.0792 -0.0292 -0.0668
C 3.3082 -5.1374 -2.6463 0.1469 0.0498 0.0640
C 4.1172 -4.2042 -2.0070 0.2173 -0.0442 -0.0384
C 3.5093 -3.1346 -1.3961 -0.3415 0.5461 0.3931
H 0.2578 -3.7414 -2.1046 -0.0836 0.0447 0.0716
H 1.3168 -5.7199 -3.1695 -0.0144 -0.0257 -0.0608
H 3.7614 -6.0057 -3.1021 0.0197 -0.0582 -0.0770
H 5.1890 -4.3179 -1.9705 0.1373 -0.0790 -0.0081
C -3.3246 2.6417 1.6932 0.3924 -0.3121 -0.1607
P -1.6471 1.9144 2.0138 -0.3468 0.3064 -0.0755
C -0.6815 3.4778 2.1468 -0.0798 -0.3854 -0.0869
C -1.8824 1.5036 3.7922 0.1751 -0.0870 -0.3108
H -3.5611 3.4336 2.4033 0.0417 0.0295 0.0742
H -4.0673 1.8500 1.7799 -0.0868 -0.0461 -0.0452
H -3.3621 3.0379 0.6811 -0.0452 0.0140 -0.1213
H -1.1557 4.1737 2.8369 -0.0369 0.0397 0.0743
H -0.6149 3.9329 1.1606 0.0567 0.0400 -0.0739
H 0.3222 3.2455 2.4923 0.1488 0.0313 0.0188
H -2.3052 2.3473 4.3384 -0.0519 0.0484 -0.0344
H -0.9241 1.2171 4.2171 -0.0052 -0.0221 0.0711
H -2.5509 0.6456 3.8568 -0.0214 -0.0269 0.0584


Record 2
61
Properties=species:S:1:pos:R:3:forces:R:3 method="wB97M-V/def2-TZVPD" de_lowest_kj_mol=26.5 spin_multiplicity=5 orbital_gap_ev="7.1 / 7.1" lumo_energy_ha="-0.1204 / -0.1221" homo_ev="-10.34 / -10.42" total_charge=+1
Fe 0.7326 1.2155 0.5439 -0.2711 -0.0181 -0.8862
Br -5.5424 1.7315 -3.4955 -0.0527 0.0159 -0.0460
C -4.1461 1.7739 -2.2285 -0.0140 -0.0125 0.0303
C -4.4247 1.5404 -0.8805 0.0153 0.0080 0.1229
C -3.4112 1.5437 0.0522 -0.0888 -0.0142 -0.0201
C -2.0682 1.7498 -0.3215 0.2319 0.0186 0.2409
O -1.1253 1.7138 0.5882 -0.5867 0.0021 0.0751
C -1.8122 2.0279 -1.6831 0.0640 0.0603 -0.2046
C -0.4951 2.3889 -2.1453 -0.1482 0.0216 -0.0956
N 0.5804 2.1629 -1.4890 0.2359 0.0688 0.0221
C 1.8270 2.6150 -1.9685 -0.1222 -0.0889 0.1167
C 2.1515 2.9253 -3.2597 0.0512 0.0499 -0.1845
C 3.4377 3.4081 -3.5873 -0.0722 -0.0275 0.0133
C 4.3874 3.5729 -2.6223 0.0009 -0.0030 0.0353
C 4.0967 3.2194 -1.2826 0.1092 0.0158 -0.0427
C 5.0407 3.3274 -0.2373 0.0613 0.0481 -0.0549
C 4.7117 2.9241 1.0228 -0.0404 -0.0187 0.0518
C 3.4287 2.3987 1.2457 -0.0128 0.0764 -0.0325
N 2.5101 2.3039 0.3039 0.4012 -0.0734 0.2681
C 2.8239 2.7169 -0.9661 0.0164 -0.0448 0.2472
C -2.8631 2.0486 -2.6176 0.0813 0.0052 -0.0123
H -5.4487 1.3783 -0.5694 0.0200 -0.0270 0.0005
H -3.6335 1.4111 1.1048 -0.0113 -0.0029 -0.0306
H -0.4541 2.9020 -3.1093 -0.0149 -0.0106 0.0028
H 1.4245 2.7977 -4.0515 0.0175 0.0157 0.0025
H 3.6620 3.6494 -4.6174 -0.0105 0.0028 0.0078
H 5.3707 3.9547 -2.8657 -0.0158 -0.0053 0.0037
H 6.0226 3.7315 -0.4528 -0.0060 -0.0229 -0.0032
H 5.4124 2.9882 1.8427 -0.0152 0.0026 -0.0042
H 3.1506 2.0486 2.2331 -0.0175 -0.0119 -0.0067
H -2.6473 2.2727 -3.6558 0.0052 0.0039 0.0186
C -2.6758 -3.3440 1.2509 -0.0341 -0.0088 -0.0191
C -2.4189 -3.6657 2.7211 0.0437 0.0294 -0.0648
C -1.2198 -4.5939 2.8829 0.0115 -0.0128 0.0231
C -2.2808 -2.3874 3.5495 0.0673 0.0498 -0.0517
N -1.1506 -1.5551 3.1216 -0.1435 -0.1846 0.3072
C -1.1204 -0.5701 2.2345 0.0700 -0.1275 -0.1593
N 0.1252 -0.1641 2.1299 0.1414 0.2078 0.4848
N 0.8492 -0.9070 2.9992 -0.0808 -0.0510 -0.0986
N 0.0901 -1.7458 3.5965 0.0490 0.1529 -0.1416
H -2.8612 -4.2574 0.6847 0.0047 0.0108 0.0155
H -1.8080 -2.8552 0.7969 -0.0063 -0.0130 0.0043
H -3.5428 -2.6915 1.1183 0.0210 -0.0114 0.0069
H -3.3028 -4.1644 3.1286 -0.0119 -0.0053 -0.0074
H -0.3135 -4.1427 2.4719 -0.0060 -0.0051 -0.0045
H -1.3965 -5.5307 2.3532 0.0002 0.0168 0.0043
H -1.0261 -4.8295 3.9306 -0.0105 0.0140 -0.0203
H -2.1273 -2.6030 4.6046 0.0347 -0.0177 0.0047
H -3.1730 -1.7709 3.4466 -0.0046 0.0204 0.0312
H -1.9630 -0.1950 1.6822 0.0080 0.0504 0.0238
I -1.7071 -2.7080 -2.9127 -0.0950 -0.0237 -0.0816
C -0.1173 -2.3230 -1.6446 0.0423 0.0441 0.0114
C 0.6161 -3.3428 -1.0607 0.0337 -0.0492 0.0247
C 1.6427 -3.0063 -0.1904 -0.0101 -0.0630 -0.0206
C 1.8789 -1.6737 0.0815 0.0892 0.0901 -0.0749
N 1.1712 -0.6857 -0.4799 -0.0437 -0.1881 0.0469
C 0.2014 -1.0088 -1.3416 0.0940 -0.0526 0.1229
H 0.3900 -4.3793 -1.2751 0.0044 0.0163 -0.0007
H 2.2408 -3.7703 0.2868 -0.0007 0.0109 -0.0146
H 2.6509 -1.3812 0.7815 -0.0217 0.0214 0.0271
H -0.3508 -0.1905 -1.7791 -0.0572 0.0448 -0.0145


Record 3
59
Properties=species:S:1:pos:R:3:forces:R:3 method="wB97M-V/def2-TZVPD" de_lowest_kj_mol=0.0 spin_multiplicity=2 orbital_gap_ev="7.5 / 5.9" lumo_energy_ha="-0.2330 / -0.2904" homo_ev="-13.88 / -13.84" total_charge=+2
Ru 1.1007 -0.1787 1.0477 -0.3936 0.2113 1.0718
Cl -4.6112 -2.2986 4.5850 0.0386 0.0253 -0.0206
C -3.3051 -1.4305 3.8829 -0.0367 0.0004 0.0241
C -2.3620 -2.1104 3.1266 0.0307 0.0042 -0.0206
C -1.3370 -1.3656 2.5852 0.0168 -0.1345 -0.0397
Cl -0.1205 -2.1849 1.5891 0.0434 0.2341 -0.0597
C -1.1830 0.0054 2.7397 0.0319 0.0794 0.0568
O -0.1865 0.7098 2.1832 0.0262 -0.2113 -0.3242
C -2.1619 0.6504 3.5094 -0.0127 0.0744 0.0347
Cl -2.0565 2.3548 3.7075 -0.0070 -0.0408 0.0034
C -3.2070 -0.0567 4.0743 -0.0072 0.0184 0.0035
H -2.4356 -3.1774 2.9706 0.0031 0.0012 0.0002
H -3.9497 0.4637 4.6628 0.0033 -0.0004 -0.0016
Cl 2.1130 1.9553 0.6898 0.0385 -0.1164 -0.0485
C 1.0773 2.8123 -0.4720 -0.1006 -0.0126 -0.0010
C 1.3489 4.1438 -0.6917 -0.0203 0.0088 0.0199
C 0.5230 4.8304 -1.5748 0.0100 0.0113 0.0009
C -0.5347 4.1873 -2.2008 -0.0206 -0.0056 -0.0057
C -0.7750 2.8421 -1.9632 0.0334 0.0191 -0.0183
C 0.0449 2.1260 -1.0929 0.0099 -0.0019 0.0032
P -0.1647 0.3558 -0.8361 0.7649 -0.3646 -0.2425
C -1.8821 -0.0515 -1.1010 -0.0485 0.0114 0.0927
C -2.3055 -0.7115 -2.2548 0.0158 -0.0340 0.0422
C -3.6571 -0.9620 -2.4374 0.0003 -0.0076 -0.0029
C -4.5771 -0.5536 -1.4820 -0.0179 -0.0063 -0.0169
C -4.1574 0.1196 -0.3411 0.0137 0.0065 0.0187
C -2.8109 0.3743 -0.1470 -0.0472 -0.0310 -0.0973
C 0.8837 -0.5064 -2.0409 -0.2555 0.0803 -0.1951
C 1.8432 0.1736 -2.7876 -0.0192 0.0306 0.0402
C 2.7377 -0.5391 -3.5763 0.0150 -0.0384 -0.0276
C 2.6710 -1.9249 -3.6295 0.0049 0.0195 -0.0054
C 1.7038 -2.6073 -2.8976 0.0088 0.0105 -0.0064
C 0.8149 -1.9040 -2.1010 0.0015 0.0388 0.0324
H 2.1632 4.6422 -0.1841 -0.0019 -0.0018 0.0030
H 0.7065 5.8800 -1.7597 0.0026 -0.0002 -0.0006
H -1.1768 4.7361 -2.8756 -0.0012 -0.0009 0.0002
H -1.6017 2.3405 -2.4506 0.0007 -0.0013 -0.0075
H -1.5925 -1.0252 -3.0062 -0.0102 0.0092 -0.0004
H -3.9919 -1.4734 -3.3296 0.0010 0.0045 -0.0029
H -5.6299 -0.7514 -1.6326 0.0014 -0.0010 0.0033
H -4.8806 0.4523 0.3916 0.0033 -0.0003 -0.0025
H -2.4887 0.9242 0.7255 0.0273 0.0649 0.0661
H 1.8898 1.2561 -2.7656 0.0039 -0.0144 -0.0098
H 3.4745 -0.0087 -4.1646 0.0048 -0.0029 0.0042
H 3.3621 -2.4740 -4.2549 -0.0016 -0.0045 0.0014
H 1.6363 -3.6853 -2.9592 0.0014 -0.0063 -0.0037
H 0.0561 -2.4380 -1.5382 0.0005 -0.0003 -0.0092
N 2.8753 -1.2333 0.3211 -0.2439 0.0586 -0.3140
C 3.9767 -1.2016 1.3197 -0.0078 -0.0165 -0.0233
C 3.3691 -1.4994 2.6720 -0.0183 -0.0113 -0.0195
N 2.3129 -0.4890 2.8943 0.0354 0.0961 -0.0395
H 2.6281 -2.2026 0.1307 0.0279 0.0189 -0.0561
H 3.1863 -0.8616 -0.5764 0.0315 0.0120 0.0286
H 4.4182 -0.2035 1.3046 -0.0029 -0.0011 0.0069
H 4.7577 -1.9179 1.0667 -0.0001 -0.0004 -0.0090
H 4.1192 -1.4963 3.4622 0.0153 0.0209 -0.0147
H 2.8961 -2.4831 2.6601 0.0157 -0.0062 0.0349
H 2.7375 0.4024 3.1422 -0.0164 -0.0189 0.0704
H 1.7151 -0.7308 3.6808 0.0077 -0.0773 -0.0171